Arrangement A

Formula: C23H28N4O4S
Source: the Open Molecules 2025 dataset
Level of theory: ωB97M-V/def2-TZVPD

The orbital gap is 7.315 eV. Its HOMO energy is -0.28765 Eh. The multiplicity is 1. For the LUMO energy, the calculation gives -0.51 eV.

Each line ends with the natural charge from an NBO analysis.
Atoms and positions in Å:
C 0.14 -4.01 -0.37  -0.5523
H 0.30 -4.28 -1.50  0.1860
H 0.79 -4.56 0.14  0.1967
H -0.85 -4.26 -0.22  0.2069
C 0.30 -2.24 -0.38  -0.1561
C -0.68 -1.74 -1.07  0.2469
N -0.42 -0.97 -1.95  -0.1493
O -1.60 -0.66 -2.81  -0.3372
C -2.49 -1.29 -2.01  0.6846
N -2.09 -1.96 -0.97  -0.5773
N -3.77 -1.39 -2.27  -0.4162
C -4.73 -1.70 -1.39  -0.2000
H -4.39 -1.95 -0.53  0.2174
C -5.75 -0.59 -0.82  -0.3902
H -6.58 -0.33 -1.57  0.2049
C -4.95 0.83 -0.71  -0.2878
C -3.89 0.89 0.24  -0.0766
O -2.81 1.74 -0.09  -0.4771
C -1.61 1.41 0.14  0.3148
C -0.51 2.14 -0.25  -0.0304
N 0.81 2.16 -0.08  -0.3563
C 1.19 1.16 1.12  0.1406
C 0.16 0.41 1.67  -0.2444
C -1.17 0.54 1.46  -0.1560
H -1.83 -0.02 1.55  0.1522
H 0.36 -0.17 2.40  0.2022
C 2.48 1.37 1.31  -0.1078
C 3.45 1.36 0.16  -0.1048
C 4.84 1.42 0.62  -0.2131
C 5.19 1.05 1.80  -0.2894
C 4.40 0.66 2.67  -0.2080
C 3.06 0.90 2.42  -0.1476
H 2.29 0.57 3.32  0.1913
H 4.76 0.58 3.74  0.2351
S 7.02 1.05 2.09  2.1860
O 7.71 0.48 0.80  -0.9160
O 7.27 0.20 3.04  -0.9865
C 7.32 2.59 2.75  -0.9438
H 8.47 2.72 2.74  0.2844
H 7.24 3.21 1.77  0.2508
H 6.67 2.95 3.54  0.2794
H 5.61 1.49 -0.06  0.2343
H 3.13 1.83 -0.65  0.2139
H -0.75 3.04 -1.07  0.1674
H -3.24 -0.25 0.11  0.1781
H -4.35 1.03 1.12  0.1957
C -4.63 1.22 -2.25  -0.4167
H -5.44 1.87 -2.76  0.2226
C -4.29 -0.19 -3.24  -0.2080
H -3.45 -0.05 -3.83  0.2163
H -5.25 -0.50 -3.64  0.2026
H -3.59 1.69 -2.32  0.2303
H -5.77 1.60 -0.70  0.2239
H -6.21 -0.66 0.28  0.2316
H -5.66 -2.41 -1.72  0.1902
C 1.65 -2.13 -0.50  -0.6679
H 1.99 -2.15 -1.70  0.2318
H 2.52 -2.41 0.10  0.2640
H 1.77 -0.98 -0.59  0.2278
H -0.13 -2.30 0.96  0.2058

Arrangement B

Formula: C23H28N4O4S
Source: the Open Molecules 2025 dataset
Level of theory: ωB97M-V/def2-TZVPD

As for the SMILES: CCCCNS(=O)(=O)c1ccc2nc(-c3cccnc3)cc(C(=O)NCCCOC)c2c1. The orbital gap is 8.350 eV. Its HOMO energy is -0.33005 Eh. The multiplicity is 1. For the LUMO energy, the calculation gives -0.63 eV.

Each line ends with the natural charge from an NBO analysis.
Atoms and positions in Å:
C 2.08 3.39 0.44  -0.6001
C 0.73 3.83 -0.11  -0.4009
C 0.76 3.93 -1.64  -0.4178
C -0.60 4.31 -2.25  -0.2296
N -1.71 3.47 -1.88  -0.8573
S -1.90 1.98 -2.58  2.3251
O -1.70 2.14 -3.99  -0.9337
O -3.16 1.49 -2.09  -0.9504
C -0.61 0.95 -1.90  -0.3324
C 0.53 0.62 -2.64  -0.2029
C 1.55 -0.07 -2.04  -0.1823
C 1.44 -0.48 -0.69  0.1558
N 2.48 -1.12 -0.13  -0.4159
C 2.40 -1.51 1.12  0.2284
C 3.59 -2.15 1.68  -0.1228
C 3.54 -3.09 2.72  -0.1524
C 4.72 -3.63 3.19  -0.2560
C 5.92 -3.23 2.60  0.0435
N 5.98 -2.35 1.61  -0.4123
C 4.85 -1.83 1.17  0.0774
C 1.22 -1.34 1.90  -0.2167
C 0.14 -0.72 1.35  -0.0466
C -1.16 -0.58 2.10  0.6463
O -1.24 -0.06 3.19  -0.6039
N -2.19 -1.11 1.42  -0.6324
C -3.58 -0.92 1.76  -0.2148
C -4.46 -1.71 0.80  -0.4382
C -4.17 -1.38 -0.67  -0.0829
O -2.94 -1.93 -1.13  -0.5607
C -3.01 -3.27 -1.56  -0.2470
C 0.23 -0.22 0.02  -0.0386
C -0.77 0.54 -0.61  -0.1797
H 2.04 3.32 1.52  0.2141
H 2.35 2.41 0.04  0.2035
H 2.86 4.10 0.16  0.2034
H -0.03 3.10 0.20  0.1890
H 0.46 4.80 0.31  0.1978
H 1.08 2.97 -2.05  0.2056
H 1.49 4.68 -1.94  0.2100
H -0.85 5.34 -1.97  0.2026
H -0.54 4.25 -3.34  0.2270
H -1.94 3.47 -0.90  0.4003
H 0.58 0.95 -3.67  0.2481
H 2.46 -0.31 -2.57  0.2341
H 2.60 -3.40 3.14  0.2158
H 4.72 -4.36 3.99  0.2213
H 6.86 -3.64 2.93  0.1941
H 4.93 -1.11 0.37  0.2099
H 1.18 -1.68 2.92  0.2329
H -2.03 -1.45 0.47  0.4319
H -3.74 -1.23 2.80  0.2149
H -3.83 0.15 1.70  0.1902
H -5.51 -1.47 1.01  0.2238
H -4.32 -2.78 0.97  0.2054
H -4.08 -0.30 -0.83  0.2196
H -4.99 -1.75 -1.30  0.1795
H -2.02 -3.53 -1.92  0.1984
H -3.73 -3.38 -2.38  0.1746
H -3.29 -3.95 -0.75  0.1650
H -1.67 0.82 -0.08  0.2387

Need the numbers? Relative energies in kJ/mol: arrangement A 2198.9; arrangement B 0.0.

Arrangement A

Formula: C2H14N2O3
Source: the Open Molecules 2025 dataset
Level of theory: ωB97M-V/def2-TZVPD

As for the SMILES: CNCN.O.O.O. The orbital gap is 8.910 eV. Its HOMO energy is -0.30880 Eh. The multiplicity is 1. For the LUMO energy, the calculation gives 0.51 eV.

Each line ends with the natural charge from an NBO analysis.
Atoms and positions in Å:
C -0.71 -0.97 1.52  -0.3974
N -1.07 -0.79 0.15  -0.6835
C -1.40 0.52 -0.32  -0.0293
N -0.78 0.79 -1.60  -0.8640
H -1.59 -1.08 2.16  0.1745
H -0.23 -0.07 1.90  0.1796
H 0.09 -1.69 1.64  0.2010
H -1.19 -1.56 -0.48  0.3890
H -2.51 0.65 -0.38  0.1278
H -1.15 1.24 0.46  0.1801
H -1.21 1.53 -2.14  0.3630
H -0.71 -0.02 -2.20  0.3637
O 2.32 -0.11 0.33  -0.9482
H 2.05 -0.31 -0.58  0.4844
H 1.94 0.74 0.57  0.4634
O 0.20 3.25 0.86  -0.9282
H 0.90 3.69 0.37  0.4732
H 0.63 2.47 1.23  0.4575
O 0.84 -2.76 -1.04  -0.9612
H 1.54 -3.33 -0.70  0.4736
H 0.75 -2.03 -0.41  0.4810

Arrangement B

Formula: C2H14N2O3
Source: the Open Molecules 2025 dataset
Level of theory: ωB97M-V/def2-TZVPD

As for the SMILES: CNCN.O.O.O. The orbital gap is 9.848 eV. Its HOMO energy is -0.34336 Eh. The multiplicity is 1. For the LUMO energy, the calculation gives 0.51 eV.

Each line ends with the natural charge from an NBO analysis.
Atoms and positions in Å:
C -1.55 0.51 2.10  -0.4121
N -1.09 0.01 0.80  -0.6600
C 0.27 -0.51 0.82  -0.0528
N 0.98 -0.11 -0.42  -0.8496
H -2.35 1.24 1.95  0.2026
H -0.80 0.97 2.70  0.1812
H -1.99 -0.31 2.67  0.1938
H -1.21 0.76 0.15  0.3605
H 0.78 -0.16 1.71  0.1691
H 0.20 -1.60 0.82  0.1689
H 0.33 -0.39 -1.14  0.3523
H 1.74 -0.73 -0.57  0.3701
O -2.14 -2.79 0.13  -0.9477
H -2.05 -1.84 -0.09  0.4820
H -1.61 -3.21 -0.56  0.4583
O 1.02 2.78 0.32  -0.9569
H 0.69 1.92 -0.01  0.4801
H 1.22 3.23 -0.52  0.4593
O 2.46 -0.30 -3.48  -0.9405
H 2.78 0.47 -3.00  0.4712
H 2.32 0.05 -4.37  0.4702

Arrangement C

Formula: C2H14N2O3
Source: the Open Molecules 2025 dataset
Level of theory: ωB97M-V/def2-TZVPD

As for the SMILES: CNCN.O.O.O. The orbital gap is 9.176 eV. Its HOMO energy is -0.31719 Eh. The multiplicity is 1. For the LUMO energy, the calculation gives 0.54 eV.

Each line ends with the natural charge from an NBO analysis.
Atoms and positions in Å:
C -1.91 -2.07 -1.70  -0.4203
N -1.63 -0.90 -0.91  -0.6848
C -1.85 -0.99 0.47  -0.0364
N -1.66 0.29 1.20  -0.8069
H -3.03 -2.12 -1.41  0.1722
H -1.45 -3.09 -1.67  0.1908
H -1.79 -1.78 -2.72  0.2083
H -1.62 -0.04 -1.44  0.4011
H -2.85 -1.39 0.66  0.1437
H -1.17 -1.71 1.06  0.1393
H -1.33 -0.08 2.15  0.3598
H -0.84 0.64 0.84  0.3369
O 1.29 -2.10 -1.17  -0.9516
H 0.91 -2.99 -1.37  0.4722
H 0.62 -1.68 -0.62  0.4740
O 3.13 6.19 0.30  -0.9286
H 2.76 5.71 -0.52  0.4637
H 2.98 5.43 0.95  0.4649
O 1.64 -0.64 1.73  -0.9504
H 1.60 -0.45 0.79  0.4711
H 2.28 -1.36 1.84  0.4808

Need the numbers? Relative energies in kJ/mol: arrangement A 32.0; arrangement B 0.0; arrangement C 140.8.

Arrangement A

Formula: C3H2IrO2
Source: the Open Molecules 2025 dataset
Level of theory: ωB97M-V/def2-TZVPD

The orbital gap (alpha / beta) is 9.582 / 8.468 eV. Its HOMO energy (alpha / beta) is -0.98841 / -0.98918 Eh. The multiplicity is 5. Its net charge is +3. For the LUMO energy (alpha / beta), the calculation gives -17.31 / -18.45 eV.

Each line ends with the natural charge from an NBO analysis.
Atoms and positions in Å:
O -1.08 0.91 0.51  -0.1741
C -0.10 0.20 0.01  0.7450
C -2.30 -0.36 -0.14  0.0092
O 1.06 0.48 -0.18  -0.5730
C -1.09 -0.85 0.32  0.5447
Ir 2.48 0.17 -1.19  1.7311
H -2.55 -0.50 -1.20  0.3522
H -3.15 -0.36 0.56  0.3648

Arrangement B

Formula: C3H2IrO2
Source: the Open Molecules 2025 dataset
Level of theory: ωB97M-V/def2-TZVPD

The orbital gap (alpha / beta) is 10.645 / 7.681 eV. Its HOMO energy (alpha / beta) is -1.00196 / -0.99599 Eh. The multiplicity is 5. Its net charge is +3. For the LUMO energy (alpha / beta), the calculation gives -16.62 / -19.42 eV.

Each line ends with the natural charge from an NBO analysis.
Atoms and positions in Å:
H -1.65 1.37 -0.77  0.3619
C -0.83 0.76 -0.42  0.2356
C -0.24 0.23 0.61  -0.1447
Ir -0.54 0.28 2.55  1.6417
O 0.00 0.16 -1.79  -0.5488
H -0.02 0.59 -2.67  0.6499
O 1.04 -0.72 -0.17  -0.3575
C 1.04 -0.61 -1.40  1.1618

Need the numbers? Relative energies in kJ/mol: arrangement A 125.2; arrangement B 0.0.

Arrangement A

Formula: C7H14O
Source: the Open Molecules 2025 dataset
Level of theory: ωB97M-V/def2-TZVPD

As for the SMILES: C=C(C)/C(C)=C/C.O. The orbital gap is 9.884 eV. Its HOMO energy is -0.33582 Eh. The multiplicity is 1. For the LUMO energy, the calculation gives 0.75 eV.

Each line ends with the natural charge from an NBO analysis.
Atoms and positions in Å:
C 0.52 1.96 0.33  -0.4197
C 0.46 0.78 0.95  -0.0126
C 0.38 0.55 2.45  -0.6552
C 0.05 -0.48 0.24  -0.0075
C 1.20 -1.44 0.13  -0.6664
C -1.20 -0.70 -0.16  -0.2004
C -1.73 -2.05 -0.61  -0.6484
H 0.55 1.94 -0.78  0.2326
H 0.52 2.86 0.95  0.1964
H -0.33 -0.23 2.78  0.2205
H 1.33 0.16 2.83  0.2161
H 0.28 1.40 3.09  0.2208
H 0.92 -2.26 -0.53  0.2138
H 1.97 -1.03 -0.53  0.2271
H 1.76 -1.72 1.04  0.2278
H -1.98 0.05 -0.02  0.2011
H -2.57 -2.38 -0.03  0.2152
H -2.00 -2.19 -1.65  0.2127
H -0.94 -2.74 -0.33  0.2089
O 0.36 1.45 -2.70  -0.9437
H 0.15 0.52 -2.86  0.4831
H -0.43 1.94 -2.44  0.4778

Arrangement B

Formula: C7H14O
Source: the Open Molecules 2025 dataset
Level of theory: ωB97M-V/def2-TZVPD

As for the SMILES: C=C(C)C/C=C/C.O. The orbital gap is 9.726 eV. Its HOMO energy is -0.33137 Eh. The multiplicity is 1. For the LUMO energy, the calculation gives 0.71 eV.

Each line ends with the natural charge from an NBO analysis.
Atoms and positions in Å:
C 0.41 -2.33 -1.32  -0.4115
C 0.52 -1.56 -0.25  0.0352
C 1.85 -1.15 0.30  -0.6540
C -0.72 -1.22 0.56  -0.4596
C -1.22 0.15 0.23  -0.1884
C -2.41 0.44 -0.27  -0.1660
C -2.99 1.81 -0.54  -0.6402
H 1.22 -2.75 -1.91  0.1911
H -0.51 -2.74 -1.72  0.1924
H 2.63 -1.27 -0.45  0.2204
H 1.97 -0.20 0.83  0.2155
H 2.09 -1.82 1.13  0.2209
H -0.46 -1.32 1.61  0.2128
H -1.48 -1.97 0.33  0.2154
H -0.58 0.98 0.54  0.1867
H -3.05 -0.37 -0.62  0.1839
H -3.56 1.82 -1.47  0.2161
H -2.22 2.57 -0.53  0.2107
H -3.63 1.99 0.32  0.2184
O 3.97 3.05 1.46  -0.9294
H 4.71 3.33 0.91  0.4654
H 3.46 2.53 0.83  0.4644

Need the numbers? Relative energies in kJ/mol: arrangement A 37.5; arrangement B 0.0.

Arrangement A

Formula: C4H9NO
Source: the Open Molecules 2025 dataset
Level of theory: ωB97M-V/def2-TZVPD

The orbital gap (alpha / beta) is 5.734 / 1.838 eV. Its HOMO energy (alpha / beta) is -0.40346 / -0.40346 Eh. The multiplicity is 2. Its net charge is +1. For the LUMO energy (alpha / beta), the calculation gives -5.24 / -9.14 eV.

Each line ends with the natural charge from an NBO analysis.
Atoms and positions in Å:
C 0.26 0.61 -4.32  -0.4580
C -0.01 2.28 -5.91  -0.0391
N -0.28 1.10 -5.58  -0.3895
H -0.12 1.17 -3.47  0.1910
H 1.34 0.60 -4.19  0.1943
H -0.13 -0.39 -4.15  0.1996
H -0.55 2.75 -6.73  0.1660
H 0.69 3.00 -5.46  0.1358
C -0.74 -1.70 5.00  -0.1331
C -0.22 -1.28 6.21  0.3244
O 0.93 -1.60 6.69  -0.4527
H -1.74 -1.51 4.64  0.2566
H -0.22 -2.32 4.27  0.2341
H -0.76 -0.75 6.98  0.2418
H 1.53 -1.97 6.02  0.5288

Arrangement B

Formula: C4H9NO
Source: the Open Molecules 2025 dataset
Level of theory: ωB97M-V/def2-TZVPD

The orbital gap (alpha / beta) is 6.641 / 4.163 eV. Its HOMO energy (alpha / beta) is -0.42848 / -0.42826 Eh. The multiplicity is 2. Its net charge is +1. For the LUMO energy (alpha / beta), the calculation gives -5.02 / -7.49 eV.

Each line ends with the natural charge from an NBO analysis.
Atoms and positions in Å:
C -0.96 -1.22 0.95  -0.1792
C -0.22 -2.00 1.86  0.1633
N -0.61 -3.12 2.44  -0.5968
H -1.62 -1.54 0.16  0.2527
H -0.79 -0.17 1.19  0.2481
H 0.76 -1.62 2.11  0.2458
H -1.61 -3.29 2.39  0.4222
H -0.28 -3.25 3.40  0.4415
C 1.59 1.83 -1.70  -0.5098
C 0.56 2.27 -2.40  0.1464
O -0.41 3.01 -1.81  -0.7090
H 2.34 1.21 -2.15  0.2157
H 1.48 1.95 -0.62  0.1953
H 0.44 2.17 -3.47  0.1718
H -0.69 3.76 -2.35  0.4922

Need the numbers? Relative energies in kJ/mol: arrangement A 106.8; arrangement B 0.0.

Arrangement A

Formula: C3H9N2O2
Source: the Open Molecules 2025 dataset
Level of theory: ωB97M-V/def2-TZVPD

The orbital gap is 8.723 eV. Its HOMO energy is -0.47739 Eh. The multiplicity is 1. Its net charge is +1. For the LUMO energy, the calculation gives -4.27 eV.

Each line ends with the natural charge from an NBO analysis.
Atoms and positions in Å:
C -0.96 -2.17 -0.53  1.0002
C -0.40 0.36 1.23  -0.4375
C 0.11 2.03 -0.47  -0.4481
N 0.29 -2.37 -0.54  -0.8510
N 0.08 0.63 -0.03  -0.1903
O -2.06 -1.95 -0.45  -0.3011
O 1.20 -0.09 -0.24  -0.5374
H 0.44 0.37 2.03  0.2071
H -1.24 1.10 1.54  0.2534
H -0.94 -0.56 1.13  0.1731
H 0.31 1.97 -1.49  0.2056
H -0.94 2.34 -0.53  0.2417
H 0.75 2.80 0.03  0.2137
H 1.01 -1.45 -0.42  0.4860
H 0.75 -3.20 -0.23  0.4768
H 1.60 0.18 -1.04  0.5078

Arrangement B

Formula: C3H9N2O2
Source: the Open Molecules 2025 dataset
Level of theory: ωB97M-V/def2-TZVPD

The orbital gap is 8.932 eV. Its HOMO energy is -0.51337 Eh. The multiplicity is 1. Its net charge is +1. For the LUMO energy, the calculation gives -5.04 eV.

Each line ends with the natural charge from an NBO analysis.
Atoms and positions in Å:
C 0.89 1.06 0.18  -0.0694
C -0.52 0.52 0.61  -0.2162
C -0.74 -0.76 -0.04  0.4981
N 1.73 -0.95 -0.24  -0.5063
N -1.63 1.32 -0.02  -0.7276
O 1.90 0.20 0.50  -0.3277
O -1.12 -1.89 0.52  -0.5815
H 0.89 1.50 -0.78  0.1906
H 0.90 1.84 0.93  0.2401
H -0.57 0.58 1.72  0.2681
H -0.88 -0.69 -1.20  0.1990
H 2.58 -1.52 -0.10  0.3989
H 1.80 -0.79 -1.29  0.3476
H -2.48 0.94 0.22  0.3766
H -1.60 1.35 -1.01  0.3715
H -1.16 -2.70 0.00  0.5383

Need the numbers? Relative energies in kJ/mol: arrangement A 0.0; arrangement B 5.3.